18
Properties=species:S:1:pos:R:3:mulliken_charge:R:1 method="wB97M-V/def2-TZVPD" gap_ev="4.53 / 11.23" e_above_lowest_kj_mol=314.2 lumo_energy_ev="0.81 / 0.54" homo_ev="-3.72 / -10.69" spin_multiplicity=2
C -1.18 -1.57 0.51 -1.64
C -0.57 -0.20 0.73 -0.73
C -0.27 0.46 -0.73 -0.30
C 0.81 -0.18 -1.68 -0.98
O 0.17 1.74 -0.36 -0.39
N 0.83 -0.13 1.42 -0.92
H -0.67 -2.25 -0.11 0.42
H -1.24 -2.16 1.40 0.57
H -2.24 -1.48 0.06 0.37
H -1.39 0.35 1.29 -0.03
H -1.21 0.48 -1.24 0.51
H 0.33 0.04 -2.70 0.32
H 1.82 0.38 -1.79 0.36
H 0.78 -1.33 -1.39 0.23
H 0.86 2.08 -0.92 0.28
H 0.43 0.33 2.48 0.65
H 1.15 -1.00 1.86 0.77
H 1.49 0.56 0.92 0.50